[1]
Entry from OMol25: an isolated ion of composition C4H10N3O and charge +1 at a distorted geometry (ωB97M-V/def2-TZVPD).

```
18
Properties=species:S:1:pos:R:3:forces:R:3
C 1.222 1.755 -0.183 1.31 -3.10 -2.37
N 0.371 0.573 -0.061 1.69 -3.07 -1.41
C -0.728 0.346 0.798 -3.03 -0.53 -4.36
C -1.399 -0.960 0.120 1.09 0.72 1.70
N -0.230 -1.799 -0.387 0.60 0.95 1.13
C 0.924 -0.810 -0.540 1.14 2.72 0.59
N 2.028 -0.832 0.527 1.46 1.02 -2.10
O 3.001 -0.185 0.070 -2.52 -2.53 1.28
H 2.321 1.376 -0.225 -1.43 1.18 1.28
H 1.197 2.076 -1.211 -0.61 0.64 -0.46
H 0.891 2.475 0.481 -0.02 1.46 1.45
H -1.489 1.094 0.517 0.13 0.10 0.48
H -0.658 0.374 1.808 0.85 -0.48 3.23
H -1.921 -1.632 0.803 -0.44 0.51 -0.15
H -1.968 -0.606 -0.715 -0.38 -0.20 -0.38
H -0.141 -2.594 0.288 0.85 0.94 -0.46
H -0.408 -2.232 -1.278 -0.20 -0.08 -0.57
H 1.333 -0.753 -1.591 -0.50 -0.26 1.13
```
Forces are in eV/Å.

Properties
- F_max: 5.337 eV/Å
- Total energy: -397.49685 hartree
- HOMO (alpha / beta): -13.1 / -13.1 eV
- Structure (SMILES): CN1CC[NH2+][C@@H]1N=O
- Orbital gap (alpha / beta): 8.7715 / 8.7722 eV
- Lowest unoccupied orbital energy (alpha / beta): -4.3 / -4.3 eV
- Total charge: +1



[2]
Entry from OMol25: a 2-piece molecular cluster, C4H10N3O overall at a distorted geometry (ωB97M-V/def2-TZVPD).

```
18
Properties=species:S:1:pos:R:3:forces:R:3
C 2.115 -0.728 0.609 -0.17 1.40 2.50
C -1.498 -0.883 -0.138 0.48 -0.97 -2.67
C -3.263 0.588 0.083 0.02 0.26 2.72
C 1.683 0.521 0.891 -0.02 0.75 1.62
N 1.943 -1.157 -0.735 -0.89 1.32 -0.30
N -0.632 -1.136 -0.887 -1.07 0.57 1.73
N 1.052 1.369 -0.018 1.57 -1.85 0.90
O -2.642 -0.736 0.349 -0.69 0.38 0.40
H 2.497 -1.437 1.363 -0.16 0.66 -0.70
H -4.361 0.543 0.091 0.66 -0.44 0.40
H -2.931 1.011 -0.788 0.78 0.32 -2.70
H -2.791 1.232 0.841 -0.96 -0.14 0.17
H 1.839 0.995 1.945 -0.30 -1.15 -2.12
H 2.499 -1.984 -0.832 0.16 -0.48 -1.07
H 0.820 -1.221 -0.866 1.09 -0.73 -0.45
H 0.623 1.080 -0.849 -0.49 -0.67 -0.97
H 0.820 2.267 0.240 -0.29 2.03 0.78
H 2.229 -0.325 -1.299 0.28 -1.27 -0.24
```
Forces are in eV/Å.

Properties
- F_max: 2.883 eV/Å
- Total energy: -397.59483 hartree
- HOMO: -12.6 eV
- Orbital gap: 9.6090 eV
- Lowest unoccupied orbital energy: -3.0 eV
- Total charge: +1



[3]
Entry from OMol25: a 2-piece molecular cluster, C4H10N3O overall at a distorted geometry (ωB97M-V/def2-TZVPD).

```
18
Properties=species:S:1:pos:R:3:forces:R:3
C 0.923 1.218 -0.282 0.35 0.35 0.11
C 0.159 1.735 0.953 0.36 0.45 0.21
C -0.977 0.006 -0.014 -0.26 0.06 0.00
C 0.460 -0.659 -1.893 0.18 -0.46 -0.56
N -0.813 -2.518 1.436 0.12 0.48 -0.37
N 0.074 0.137 -0.769 -0.29 0.29 0.23
N -1.020 0.880 0.967 -0.10 -0.02 0.07
O 0.283 -2.273 0.997 -0.66 -0.69 0.66
H 1.036 1.978 -1.057 -0.01 -0.05 0.03
H 1.913 0.831 -0.035 -0.07 -0.01 0.00
H 0.725 1.610 1.879 -0.03 0.02 -0.12
H -0.127 2.786 0.860 0.04 -0.16 -0.01
H -1.748 -0.734 -0.167 0.04 -0.04 -0.06
H 1.335 -1.262 -1.651 0.00 -0.02 0.07
H -0.354 -1.318 -2.181 -0.02 0.00 -0.02
H 0.715 -0.012 -2.734 -0.10 -0.01 0.04
H -0.830 -3.380 2.043 0.56 0.03 -0.16
H -1.754 0.974 1.648 -0.10 -0.22 -0.11
```
Forces are in eV/Å.

Properties
- F_max: 1.158 eV/Å
- Total energy: -397.59590 hartree
- HOMO: -13.5 eV
- Orbital gap: 9.2626 eV
- Lowest unoccupied orbital energy: -4.2 eV
- Total charge: +1



[4]
Entry from OMol25: an isolated ion of composition C4H10N3O and charge +1 at a distorted geometry (ωB97M-V/def2-TZVPD).

```
18
Properties=species:S:1:pos:R:3:forces:R:3
C 3.116 0.478 0.093 1.13 3.52 -1.26
N 1.880 0.655 0.248 -0.57 -0.93 0.46
C 0.859 -0.345 0.576 -0.40 0.70 0.62
N 0.724 -1.486 -0.310 -0.14 -0.20 0.92
N -0.396 0.499 0.442 0.15 3.08 0.89
C -1.563 0.172 -0.005 -3.00 -3.60 0.31
C -2.872 1.038 0.102 1.05 -1.51 -0.40
O -1.799 -1.124 -0.347 1.93 2.10 -0.04
H 3.651 1.466 -0.272 -0.91 -1.91 0.86
H 3.838 -0.309 0.160 -0.32 -1.29 0.34
H 0.804 -0.695 1.652 0.64 0.35 -1.16
H 1.295 -2.270 -0.039 0.09 -0.25 0.45
H 0.992 -1.274 -1.236 0.37 0.60 -1.36
H -0.345 1.522 0.824 0.43 -2.58 -1.06
H -3.153 1.413 -0.880 0.07 -0.16 -0.16
H -2.703 1.891 0.729 0.02 0.34 0.50
H -3.707 0.380 0.475 1.08 0.63 -0.30
H -0.810 -1.623 -0.414 -1.64 1.12 0.38
```
Forces are in eV/Å.

Properties
- F_max: 4.696 eV/Å
- Total energy: -397.63914 hartree
- HOMO: -14.2 eV
- Structure (SMILES): C=N[C@H](N)/[NH+]=C(/C)O
- Orbital gap: 10.8474 eV
- Lowest unoccupied orbital energy: -3.3 eV
- Total charge: +1